{"formula": "C25H45ClFPPd", "method": "ωB97M-V with the def2-TZVPD basis set", "symbols": ["Pd", "P", "Cl", "C", "H", "H", "C", "C", "C", "H", "C", "H", "H", "C", "H", "H", "C", "H", "H", "C", "H", "H", "H", "H", "C", "C", "H", "C", "H", "H", "C", "H", "H", "C", "H", "H", "C", "H", "H", "H", "H", "C", "H", "C", "H", "H", "C", "H", "H", "C", "H", "H", "C", "H", "H", "H", "H", "C", "C", "H", "C", "H", "C", "H", "H", "C", "H", "H", "C", "H", "H", "H", "H", "F"], "positions_angstrom": [[1.44, -2.44, 0.23], [0.23, -0.08, -0.35], [0.13, -3.31, -1.55], [2.79, -1.94, -1.02], [3.20, -2.92, -1.33], [3.52, -1.33, -0.48], [-1.62, 0.11, -0.82], [1.25, 0.58, -1.80], [-2.00, -0.71, -2.05], [-2.11, -0.35, 0.06], [-3.53, -0.77, -2.25], [-1.53, -0.29, -2.95], [-1.60, -1.73, -1.94], [-4.18, 0.62, -2.28], [-3.75, -1.30, -3.18], [-3.96, -1.35, -1.42], [-3.71, 1.54, -1.14], [-3.96, 1.10, -3.24], [-5.27, 0.51, -2.23], [-2.19, 1.54, -0.96], [-4.05, 2.57, -1.34], [-4.18, 1.22, -0.20], [-1.73, 2.02, -1.84], [-1.93, 2.17, -0.10], [0.46, 1.16, 1.00], [0.60, 1.66, -2.69], [2.09, 1.06, -1.28], [1.60, 2.15, -3.74], [-0.28, 1.24, -3.19], [0.26, 2.53, -2.10], [2.13, 1.00, -4.62], [1.13, 2.91, -4.38], [2.45, 2.63, -3.22], [2.67, -0.15, -3.78], [1.33, 0.63, -5.27], [2.94, 1.38, -5.26], [1.74, -0.58, -2.64], [2.87, -1.03, -4.40], [3.63, 0.17, -3.35], [0.92, -1.24, -2.95], [2.44, -1.41, -2.00], [-0.60, 1.11, 2.09], [1.66, 0.61, 1.68], [-0.30, 2.06, 3.27], [-1.58, 1.38, 1.67], [-0.70, 0.08, 2.46], [0.02, 3.48, 2.81], [-1.16, 2.07, 3.95], [0.56, 1.66, 3.82], [1.14, 3.50, 1.77], [-0.88, 3.95, 2.38], [0.32, 4.09, 3.67], [0.85, 2.57, 0.58], [1.30, 4.52, 1.39], [2.08, 3.17, 2.24], [0.04, 3.01, -0.02], [1.75, 2.56, -0.06], [-0.65, -3.40, 1.96], [0.66, -3.59, 1.83], [-1.29, -3.66, 1.11], [1.66, -3.14, 2.92], [1.04, -4.42, 1.18], [1.00, -3.23, 4.29], [2.54, -3.78, 2.88], [1.97, -2.09, 2.72], [-0.34, -2.50, 4.33], [0.85, -4.29, 4.55], [1.67, -2.80, 5.04], [-1.31, -2.89, 3.19], [-0.84, -2.70, 5.29], [-0.18, -1.41, 4.27], [-2.00, -3.66, 3.58], [-1.95, -2.03, 2.95], [2.44, 0.22, 2.22]], "multiplicity": 5, "homo_energy_ev": [-5.996, -8.487], "homo_lumo_gap_ev": [6.5594, 6.5924], "s2": 6.02}